Entry 1:
C19H27N6O2Tc | the ωB97M-V functional and the def2-TZVPD basis

Calculated values
* expectation value of S²: 4.041
* gap between HOMO and LUMO (alpha / beta): 6.29 / 5.89 eV
* multiplicity: 4
* HOMO (alpha / beta): -16.970 / -16.868 eV
* E_LUMO (alpha / beta): -10.7 / -11.0 eV
* total charge: +3

Geometry (Å):
Tc: -0.372120 1.318561 -1.398596
N: 0.053336 -0.402246 -2.709298
C: 0.626317 -1.573268 -1.960645
C: -0.096956 -2.860944 -2.403354
C: 0.280945 -4.207961 -1.765904
C: 1.708903 -4.714046 -2.014236
N: 2.604239 -4.398476 -0.901112
C: 3.787408 -4.973165 -0.707270
N: 4.311628 -5.772742 -1.631371
N: 4.466365 -4.723855 0.412698
C: 0.516703 -1.277938 -0.447203
O: 0.954936 -2.036527 0.374522
O: -0.061997 -0.130724 -0.154317
H: -0.831857 -0.702751 -3.122540
H: 0.656850 -0.193498 -3.503022
H: 1.695216 -1.630144 -2.177379
H: 0.040965 -2.951711 -3.484347
H: -1.165353 -2.707951 -2.216166
H: -0.401984 -4.935602 -2.202368
H: 0.066737 -4.200383 -0.698737
H: 2.104500 -4.297319 -2.947189
H: 1.669347 -5.799647 -2.124557
H: 2.225774 -3.781189 -0.191708
H: 3.818648 -5.994245 -2.478564
H: 5.194940 -6.231650 -1.482209
H: 4.047875 -4.212042 1.169867
H: 5.342024 -5.180399 0.605129
N: -0.863823 2.449083 -0.092854
C: -1.246584 2.875032 1.065929
C: -2.175523 1.961408 1.767826
C: -3.212949 1.349921 1.047173
C: -4.115226 0.534225 1.699056
C: -3.974780 0.296296 3.063043
C: -2.923752 0.867757 3.771879
C: -2.016619 1.692633 3.132668
C: -0.795999 4.122503 1.645159
C: -1.532464 4.772988 2.651022
C: -1.071135 5.962224 3.177953
C: 0.106813 6.528605 2.699885
C: 0.833463 5.903164 1.687384
C: 0.385169 4.717725 1.154152
H: -3.344736 1.583873 -0.003234
H: -4.945691 0.101373 1.158016
H: -4.686882 -0.337624 3.574087
H: -2.805555 0.661179 4.826859
H: -1.165791 2.084641 3.672569
H: -2.484703 4.383147 2.978547
H: -1.635569 6.463076 3.952112
H: 0.455508 7.467391 3.109589
H: 1.749281 6.352020 1.327670
H: 0.950794 4.214020 0.379691
N: -0.641261 2.694629 -3.091759
H: -1.155022 2.292798 -3.876169
H: 0.232613 3.045379 -3.487693
H: -1.162963 3.532392 -2.830684

Forces on the atoms, in the same order (eV/Å):
Tc 0.2 -0.1 -0.2
N 0.0 -0.1 -0.2
C -0.1 -0.2 0.5
C 0.1 0.0 0.1
C 0.1 0.2 0.0
C -0.1 -0.1 -0.1
N -0.4 0.2 0.0
C 0.2 0.0 0.1
N -0.1 0.0 0.0
N 0.0 0.0 0.0
C 0.4 -0.9 -0.5
O -0.1 0.1 -0.2
O -0.2 0.6 0.4
H 0.0 0.0 -0.1
H 0.0 0.0 0.0
H 0.0 0.0 -0.1
H -0.1 0.1 0.0
H 0.0 0.0 -0.1
H 0.0 0.0 0.0
H 0.0 0.0 0.1
H 0.0 0.0 0.0
H 0.0 0.0 0.0
H 0.1 0.0 0.1
H 0.0 0.0 0.0
H 0.0 0.0 0.0
H 0.0 0.0 0.0
H 0.0 0.0 0.0
N -0.1 -0.1 0.0
C -0.4 0.4 1.1
C 0.1 0.0 -0.3
C 0.1 0.1 0.0
C -0.1 0.0 0.0
C 0.0 0.1 0.0
C 0.0 -0.1 0.0
C 0.1 0.0 0.0
C 0.2 0.0 -0.4
C -0.1 -0.1 0.0
C 0.0 0.1 0.0
C -0.1 -0.1 0.0
C 0.1 0.0 -0.1
C -0.1 0.0 0.0
H -0.1 0.0 0.0
H 0.0 0.0 0.0
H 0.0 0.0 0.0
H 0.0 0.0 0.0
H 0.0 0.1 0.0
H 0.0 -0.1 0.0
H 0.0 0.0 0.0
H 0.0 0.0 0.0
H 0.0 0.0 0.0
H 0.1 0.0 0.0
N 0.0 0.1 -0.1
H 0.0 0.0 0.0
H 0.0 0.0 0.0
H 0.0 0.0 0.1

Entry 2:
C19H28BBr2O3 | the ωB97M-V functional and the def2-TZVPD basis

Calculated values
* gap between HOMO and LUMO: 7.61 eV
* HOMO: -4.761 eV
* E_LUMO: 2.9 eV
* total charge: -1

Geometry (Å):
C: 1.500125 3.775055 1.116375
C: 1.011496 2.364666 0.671471
C: -0.061257 2.543389 -0.410292
C: 0.537826 3.059946 -1.749271
C: -0.980089 1.305967 -0.618876
O: -0.439131 0.015875 -0.413289
B: -0.991668 -0.631888 0.764927
C: 0.020516 -1.058641 2.023799
C: 1.427508 -1.334927 1.576691
C: 1.750176 -2.508880 0.919864
C: 3.011422 -2.792064 0.455351
C: 4.039741 -1.887817 0.634232
C: 5.422245 -2.177486 0.086112
C: 3.742704 -0.733065 1.323223
C: 2.479200 -0.459667 1.782518
C: -2.106846 -1.858124 0.546914
Br: -3.563936 -1.878526 1.845746
C: -2.112952 -2.828717 -0.368653
C: -3.180548 -3.906671 -0.409233
Br: -0.720449 -2.893154 -1.682982
O: -1.826161 0.489092 1.340054
C: -2.238962 1.335318 0.322939
C: -3.464238 0.920378 -0.524346
O: -3.589953 1.742341 -1.703194
C: -3.516645 0.960107 -2.872090
H: 1.718040 4.413354 0.249914
H: 2.439298 3.718234 1.681219
H: 0.723348 4.306836 1.679932
H: 0.634640 1.888015 1.578552
H: 1.888852 1.872560 0.239695
H: -0.717179 3.359604 -0.065851
H: 1.461161 2.501083 -1.936209
H: 0.714559 4.135534 -1.639772
H: -0.189497 2.958837 -2.560820
H: -1.171008 1.314931 -1.700778
H: -0.438525 -1.940549 2.494007
H: 0.029957 -0.260250 2.776469
H: 0.948318 -3.230994 0.773783
H: 3.161185 -3.731926 -0.074810
H: 6.202917 -2.205430 0.852934
H: 5.673435 -1.352317 -0.599245
H: 5.427387 -3.075939 -0.537899
H: 4.573505 -0.043469 1.483897
H: 2.307411 0.469409 2.321082
H: -3.024425 -4.605572 0.421917
H: -3.123429 -4.515032 -1.322105
H: -4.190562 -3.495654 -0.366801
H: -2.478868 2.355650 0.658433
H: -3.422307 -0.121767 -0.866966
H: -4.407122 1.014639 0.036448
H: -4.382042 0.286491 -2.983595
H: -3.420872 1.595294 -3.759591
H: -2.620687 0.316665 -2.854384

Forces on the atoms, in the same order (eV/Å):
C 0.1 -0.1 -0.4
C 0.3 1.7 -0.2
C -0.1 -0.2 0.1
C -0.3 -0.1 1.0
C -0.2 0.0 -0.5
O 0.8 -0.2 0.0
B -1.1 1.4 1.6
C 0.2 -0.1 -0.5
C -0.4 -0.2 0.4
C -0.9 -0.6 0.0
C -0.1 -0.4 -0.3
C 0.5 -0.8 -0.2
C -0.2 0.8 -0.5
C 1.1 0.4 -0.1
C -0.3 0.7 0.5
C 0.9 -0.2 -1.0
Br 0.4 -0.1 -0.3
C -1.2 0.0 0.8
C 0.6 -0.6 -0.8
Br -0.3 -0.1 0.1
O -0.9 0.5 0.5
C 0.8 0.0 -1.7
C -0.7 -0.5 0.0
O 0.0 0.0 0.1
C 0.5 -0.4 -0.1
H 0.0 -0.2 0.1
H -0.3 0.0 0.2
H 0.2 -0.2 0.1
H 0.0 -0.5 -0.4
H -0.3 -0.5 0.3
H -0.1 -0.3 0.0
H -0.1 0.3 -0.4
H 0.4 -0.2 -0.2
H 0.2 -0.2 0.0
H -0.7 0.2 0.3
H 0.3 0.1 0.0
H -0.1 0.0 -0.2
H 0.2 0.0 -0.1
H 0.2 0.1 0.1
H -0.1 -0.2 -0.1
H 0.2 -0.2 0.2
H 0.1 -0.1 0.4
H -0.3 0.1 0.1
H 0.0 -0.1 0.0
H -0.2 0.2 0.0
H 0.1 0.2 0.1
H 0.2 0.1 0.2
H 0.3 -0.2 0.3
H 0.3 0.1 0.4
H 0.3 0.1 0.1
H 0.0 0.2 0.0
H -0.2 0.1 0.3
H -0.2 0.1 0.0